(1)
The following is a DFT calculation (the ωB97M-V functional and the def2-TZVPD basis) of one molecule with the formula C6H12N2O4.

The structure (SMILES) is CN/C=C\C(O)(O)N(O)C(C)=O. The calculation puts the gap between HOMO and LUMO at 9.12 eV. The value obtained for the HOMO energy is -0.3118 Eh.

Element x y z (Å)
C  -1.5358  0.2918  0.1923
C  -1.4241  0.3194  1.5514
C  -0.8292  -0.4769  -0.8500
C  1.4557  0.7805  -0.8747
C  0.9815  2.1602  -1.0185
C  0.3363  -1.2589  2.1193
N  0.6602  -0.3727  -0.6958
N  -0.7086  -0.3865  2.4869
O  1.4221  -1.5057  -1.0879
O  -1.3117  -1.8070  -0.8155
O  -1.1303  0.1553  -2.1383
O  2.6181  0.6055  -1.2095
H  -2.3620  0.9215  -0.1668
H  -2.1063  1.1868  1.8679
H  -0.0256  2.2059  -1.0690
H  1.4479  2.6965  -1.8637
H  1.1199  2.6811  -0.1231
H  0.0594  -1.7441  1.1709
H  1.4229  -0.7274  1.8033
H  0.4813  -1.9312  2.9307
H  -0.5467  0.1730  3.2996
H  -0.8506  -2.4024  -1.3949
H  -1.4357  -0.4719  -2.7536
H  2.2616  -1.0929  -1.3610

Force components x, y, z for each atom (eV/Å):
-0.39 0.64 1.09
-1.12 1.69 -1.18
0.29 -0.24 -1.82
-0.17 -1.19 -1.93
0.83 0.29 -0.11
3.04 0.85 -2.20
0.94 0.60 0.25
-1.00 1.72 -0.56
-1.62 -0.36 0.36
0.15 1.21 0.57
0.67 0.80 2.14
0.80 -0.76 0.54
0.68 -0.34 -0.14
1.13 -1.75 0.65
-3.46 0.04 -0.79
-0.05 -0.64 0.54
0.95 1.00 1.50
0.10 -0.31 0.77
-2.73 -1.13 1.13
0.41 -0.80 0.36
0.01 -0.05 0.52
0.85 -0.24 -0.59
-0.62 -1.44 -1.02
0.31 0.40 -0.09

(2)
The following is a DFT calculation (the ωB97M-V functional and the def2-TZVPD basis) of C6H12N2O7P2 as an isolated structure.

The calculation puts the gap between HOMO and LUMO at 9.00 eV. The value obtained for the HOMO energy is -0.3291 Eh.

Element x y z (Å)
O  3.2393  0.5411  1.8218
O  2.4632  0.5263  -2.4514
N  -2.9500  0.5057  2.1370
O  0.5714  -1.0715  0.7419
O  3.7221  -0.8325  -0.0421
O  3.5021  1.8070  -0.4236
O  2.0898  -1.8610  -2.1205
O  0.1070  -0.3137  -2.5216
C  -3.1958  -0.0837  0.9628
C  -1.7810  1.1057  1.8475
C  -1.2852  0.8027  0.6193
N  -2.2312  0.0137  -0.0507
C  -4.3600  -1.0038  0.8023
C  0.1991  1.2154  0.2721
C  1.1519  0.0507  -0.0416
P  2.9224  0.4391  0.3376
P  1.4663  -0.3955  -1.8647
H  -0.3162  -0.9179  1.1526
H  4.1823  -0.8284  0.8674
H  3.4974  1.5794  -1.4422
H  2.9697  -1.5730  -1.7330
H  0.3813  -0.7169  -3.3125
H  -1.2177  1.6586  2.4833
H  -2.1181  -0.4685  -0.9005
H  -4.6990  -1.2094  1.8047
H  -5.1925  -0.6641  0.2062
H  -3.9147  -1.9510  0.4323
H  0.7177  1.8404  1.0267
H  0.0785  1.8051  -0.6112

Force components x, y, z for each atom (eV/Å):
-1.10 0.46 -2.00
0.04 0.56 0.22
-0.57 -0.53 -2.97
1.94 -0.29 -0.95
1.53 -1.37 -0.32
-1.25 -3.02 -1.35
-0.17 1.33 1.43
-2.88 0.01 0.34
-1.76 -1.37 -0.10
0.64 -0.97 -1.59
2.64 0.93 0.08
0.14 2.15 4.30
1.10 -0.87 0.14
-1.14 0.25 -1.31
-1.72 -1.91 0.23
1.04 4.08 4.58
2.37 0.54 2.40
1.22 0.81 -0.67
-0.18 -0.78 -1.19
-0.28 0.63 2.21
-0.18 -1.55 -0.63
-0.78 -0.99 -3.23
1.24 1.56 2.19
-0.18 -0.59 -0.88
-0.34 -0.04 0.26
-0.04 0.14 -0.37
-0.76 0.30 -0.15
-1.02 -0.33 -0.03
0.43 0.85 -0.67